DFT (ωB97M-V/def2-TZVPD) results for C5H7NO in the gas phase.

Atoms and positions in Å:
C -0.330 1.831 0.705
N 1.909 -0.343 0.017
H 2.364 -1.221 -0.200
O -1.665 -0.134 0.047
H -0.485 1.976 1.774
C 0.521 -0.460 -0.115
H -2.383 -1.782 -0.931
C -0.140 -1.486 -0.846
H 0.378 -2.023 -1.617
H -1.074 2.417 0.151
C -0.430 0.404 0.306
H 2.148 -0.057 0.953
C -1.470 -1.273 -0.651
H 0.665 2.210 0.435

HOMO energy   -0.2849 Eh
E_LUMO   1.054 eV
Energy relative to the best compared isomer or geometry (same formula, charge and spin)   25.0 kcal/mol
Charge   0
Orbital gap   0.3236 hartree
SMILES   Cc1occc1N
Total energy   -8835.1198 eV

Atomic partial charges in e from the Mulliken method, atoms 1 to 6:
1. C -1.2137
2. N -0.6159
3. H 0.2606
4. O -0.3620
5. H 0.2859
6. C 0.9523

---

DFT (ωB97M-V/def2-TZVPD) results for 2 unconnected molecules or ions with the total composition C5H10N at a distorted geometry.

Atoms and positions in Å:
H 2.579 -1.210 1.416
H -2.892 1.645 0.345
H 4.003 -0.944 0.383
H 1.339 -0.239 -2.325
H -0.382 -0.301 -0.774
H -1.155 -1.788 -0.594
N -1.174 -0.817 -0.301
H -2.167 1.192 1.740
C 1.450 0.286 -1.359
C 2.966 -0.656 0.581
C -2.074 1.106 0.700
C -2.008 -0.265 0.477
H -2.739 -0.796 1.074
H -1.173 1.711 0.222
C 2.137 -0.299 -0.405
H 1.290 1.375 -1.180

HOMO energy   -0.4932 Eh
E_LUMO   -4.588 eV
Energy relative to the best compared isomer or geometry (same formula, charge and spin)   62.7 kcal/mol
Charge   +1
Orbital gap   0.3246 hartree
Total energy   -6827.4845 eV

Atomic partial charges in e from the Mulliken method, atoms 1 to 6:
1. H 0.2520
2. H 0.3568
3. H 0.2754
4. H 0.3719
5. H 0.1224
6. H 0.2838

---

DFT (ωB97M-V/def2-TZVPD) results for a gas-phase ion, C5H6N (charge +1) at a distorted geometry.

Atoms and positions in Å:
H 0.392 2.332 -0.282
H 0.291 -0.074 1.559
C -1.364 0.627 -0.764
N -0.003 -0.043 -0.703
H 1.693 -0.603 0.606
C -0.127 1.440 -0.720
C -0.975 2.237 -2.990
H 0.249 -1.638 0.649
C 0.548 -0.616 0.578
H 0.417 -0.598 -1.508
H -2.341 0.348 -0.375
C -1.015 1.481 -1.957

HOMO energy   -0.5543 Eh
E_LUMO   -5.294 eV
Energy relative to the best compared isomer or geometry (same formula, charge and spin)   179.8 kcal/mol
Charge   +1
Orbital gap   0.3597 hartree
Total energy   -6757.3821 eV

Atomic partial charges in e from the Mulliken method, atoms 1 to 6:
1. H 0.4116
2. H 0.3376
3. C -0.0522
4. N -0.0617
5. H 0.3461
6. C -0.1860

---

DFT (ωB97M-V/def2-TZVPD) results for a molecular structure, C34H48BF3N10O4PS2SbTi.

Atoms and positions in Å:
H -4.484 4.246 0.024
N -5.087 -0.400 -1.935
H 2.742 -1.204 5.929
Ti -0.927 0.525 0.170
C -4.136 -0.074 -1.049
C 1.957 1.987 -4.069
H -0.090 -4.396 0.463
H -6.023 0.746 -3.422
H -5.373 -0.814 -3.960
H -4.413 -2.752 3.122
C 5.301 -0.869 6.790
C -1.548 -1.246 -4.353
H 6.909 -0.661 8.032
C 1.515 -0.411 3.567
H -1.246 -2.173 -3.879
C 0.635 0.661 2.905
H -1.011 2.111 -4.252
H 2.196 -1.682 -0.504
C -1.933 -2.604 1.072
C -2.405 4.478 -0.176
N -2.966 -2.029 1.701
F 3.873 -5.101 -2.832
C 2.931 1.585 -1.905
H 5.039 0.493 5.339
B -3.509 -0.632 1.361
H 2.420 4.708 -0.266
H 2.939 1.072 -0.950
C -3.565 -2.983 2.504
C -1.405 1.154 -4.571
F -3.824 -0.128 -6.898
H -1.422 0.561 2.848
H 6.644 0.665 6.978
C -2.506 -1.287 -5.354
H -6.852 -1.625 -1.835
H 4.830 2.558 -1.552
S -2.841 1.044 -1.366
H -1.400 -5.584 0.314
C 3.052 -3.341 -1.539
H 3.708 -1.758 4.543
N -4.392 -0.696 0.104
C -2.359 1.124 -5.575
H 2.090 3.255 0.533
N 6.362 -0.248 7.293
H 2.456 1.010 4.896
H 0.891 -0.927 4.303
C 2.750 0.164 4.270
H 0.955 -2.217 -4.591
C 2.229 -2.234 -1.438
H 0.546 4.700 1.500
C -5.992 -1.237 -1.318
H -3.604 3.466 1.204
C 1.890 1.384 -2.813
C 3.994 2.418 -2.225
C 1.522 -2.536 -3.726
H -2.511 0.039 1.041
C -0.902 -4.890 0.989
S -0.878 -1.865 -0.106
H -4.032 -0.110 2.303
N -1.858 -3.886 1.455
C 1.321 1.322 1.723
H 1.543 3.513 -1.032
C 4.011 3.036 -3.466
O -0.548 2.653 -1.207
O -1.274 2.423 1.164
H 0.245 5.516 -0.044
H 1.203 1.794 -4.819
H 3.080 3.293 -5.373
N -0.637 0.112 2.384
C -0.981 -0.030 -3.970
Sb 0.370 -0.034 -2.365
H -2.692 2.025 -6.072
H 1.811 -1.151 2.815
H 0.422 1.442 3.637
N -3.630 3.712 0.210
H -4.265 0.528 -3.617
C -2.892 -0.099 -5.950
C 1.453 -1.832 -2.525
H -2.340 5.380 0.433
C -5.560 -1.420 -0.051
C 0.440 4.551 0.426
H -2.944 -2.219 -5.686
C 3.012 2.825 -4.401
C -5.194 0.048 -3.323
N 4.915 -2.033 7.301
H -5.984 -2.005 0.744
O 2.153 2.205 1.878
P -0.932 3.394 0.034
H -3.021 -5.109 2.789
N 4.623 -0.314 5.778
C 3.088 -4.034 -2.739
H 4.167 -2.569 6.899
C -2.881 -4.139 2.348
H 2.413 -4.209 -4.759
N 1.707 3.988 -0.129
H 5.387 -2.431 8.098
O 0.952 0.890 0.553
H 3.672 -3.674 -0.719
C 2.340 -3.649 -3.837
C 3.435 -0.885 5.146
H 3.456 0.544 3.529
H -3.645 2.810 -0.328
F 5.026 3.836 -3.766
H -0.511 -5.435 1.843
H -2.493 4.766 -1.224
H -0.707 -0.884 2.580

HOMO energy   -0.6240 Eh
E_LUMO   -9.987 eV
Energy relative to the best compared isomer or geometry (same formula, charge and spin)   0.0 kcal/mol
Charge   +4
Orbital gap   0.2570 hartree
Total energy   -128544.3271 eV

Atomic partial charges in e from the Mulliken method, atoms 1 to 6:
1. H 0.4587
2. N 0.2726
3. H 0.5128
4. Ti -0.6914
5. C 0.1807
6. C -0.5673